The following is a DFT calculation (ωB97M-V/def2-TZVPD) of 8 unconnected molecules or ions with the total composition C44H100N8 at a distorted geometry.

Geometry as XYZ:
```
152
Properties=species:S:1:pos:R:3
N 0.15 1.15 1.62
C -0.77 0.46 0.89
C -0.17 -0.64 0.33
C 1.22 -0.58 0.66
C 1.36 0.53 1.44
H 0.07 2.05 2.06
H -1.82 0.71 0.83
H -0.57 -1.48 -0.21
H 1.98 -1.25 0.29
H 2.22 1.01 1.89
N -2.32 5.94 2.38
C -1.94 7.00 1.61
C -0.99 6.55 0.71
C -0.82 5.17 0.94
C -1.69 4.81 1.94
H -2.96 5.88 3.15
H -2.32 7.99 1.78
H -0.50 7.21 0.02
H -0.14 4.52 0.42
H -1.84 3.86 2.43
C -7.25 0.36 2.06
C -6.12 -0.21 1.21
N -4.86 -0.29 1.95
C -4.32 1.03 2.20
C -3.44 1.08 3.47
C -3.89 -1.19 1.33
C -4.33 -2.64 1.44
H -7.36 -0.24 2.96
H -8.19 0.33 1.51
H -7.12 1.41 2.34
H -6.41 -1.23 0.95
H -5.94 0.35 0.27
H -3.74 1.50 1.40
H -5.12 1.74 2.43
H -3.93 0.60 4.31
H -2.49 0.63 3.16
H -3.22 2.11 3.77
H -2.86 -1.11 1.69
H -3.80 -0.85 0.28
H -4.84 -2.89 2.37
H -3.43 -3.27 1.42
H -4.91 -3.03 0.60
C -2.90 -2.33 5.91
C -1.90 -2.03 4.83
N -0.50 -2.36 5.12
C -0.36 -3.81 5.27
C -0.99 -4.77 4.23
C 0.27 -1.91 3.94
C 1.75 -1.81 4.33
H -2.96 -3.38 6.19
H -3.88 -2.04 5.50
H -2.90 -1.63 6.75
H -2.24 -2.54 3.91
H -2.01 -1.00 4.50
H -0.75 -4.03 6.27
H 0.71 -4.04 5.29
H -2.07 -4.78 4.33
H -0.59 -5.76 4.46
H -0.63 -4.60 3.22
H 0.17 -2.47 3.00
H 0.05 -0.86 3.73
H 1.99 -0.84 4.76
H 2.10 -2.53 5.08
H 2.42 -2.00 3.49
C -0.62 -0.52 -6.67
C -0.61 -1.44 -5.45
N -1.41 -0.87 -4.35
C -0.91 0.41 -3.87
C 0.49 0.47 -3.32
C -1.46 -1.87 -3.28
C -2.65 -1.67 -2.34
H 0.23 0.17 -6.69
H -1.48 0.15 -6.68
H -0.58 -1.06 -7.62
H -1.06 -2.39 -5.77
H 0.42 -1.62 -5.13
H -0.94 1.03 -4.78
H -1.65 1.01 -3.33
H 0.87 1.46 -3.08
H 0.57 -0.16 -2.43
H 1.21 0.07 -4.05
H -0.50 -1.85 -2.73
H -1.49 -2.93 -3.55
H -2.63 -2.46 -1.58
H -3.54 -1.78 -2.95
H -2.75 -0.73 -1.80
C 5.53 -0.32 -0.38
C 6.55 0.81 -0.49
N 7.14 1.17 0.81
C 8.38 1.91 0.56
C 9.51 0.96 0.12
C 6.25 2.05 1.57
C 4.95 1.44 2.11
H 5.22 -0.59 0.63
H 5.84 -1.28 -0.80
H 4.59 0.00 -0.84
H 7.29 0.53 -1.24
H 6.19 1.76 -0.93
H 8.28 2.69 -0.21
H 8.69 2.48 1.44
H 9.58 0.86 -0.96
H 10.50 1.31 0.43
H 9.36 -0.01 0.58
H 6.01 2.96 1.00
H 6.79 2.28 2.49
H 4.21 1.16 1.37
H 4.62 2.23 2.80
H 5.11 0.66 2.86
C -5.89 4.87 -3.01
C -4.54 4.58 -3.71
N -3.50 4.19 -2.78
C -3.66 2.82 -2.28
C -2.60 2.37 -1.27
C -3.01 5.09 -1.75
C -2.95 6.53 -2.21
H -5.72 5.62 -2.24
H -6.25 4.00 -2.45
H -6.68 5.23 -3.67
H -4.60 3.78 -4.45
H -4.34 5.49 -4.28
H -4.65 2.66 -1.82
H -3.59 2.16 -3.14
H -1.58 2.27 -1.66
H -2.60 3.00 -0.38
H -2.93 1.36 -0.99
H -2.00 4.74 -1.49
H -3.45 4.96 -0.74
H -2.14 6.61 -2.94
H -2.74 7.20 -1.38
H -3.86 6.88 -2.69
C 5.61 -4.25 -3.21
C 4.29 -4.99 -3.02
N 3.54 -4.60 -1.81
C 3.57 -3.18 -1.49
C 2.94 -2.26 -2.54
C 3.96 -5.37 -0.66
C 3.53 -6.85 -0.72
H 5.39 -3.20 -3.43
H 6.13 -4.62 -4.09
H 6.23 -4.21 -2.31
H 3.62 -4.87 -3.88
H 4.45 -6.06 -2.97
H 4.57 -2.83 -1.22
H 2.95 -2.98 -0.61
H 1.95 -2.62 -2.83
H 3.59 -2.12 -3.41
H 2.76 -1.29 -2.09
H 5.04 -5.32 -0.44
H 3.49 -5.02 0.26
H 3.61 -7.25 0.30
H 2.50 -7.00 -1.03
H 4.14 -7.50 -1.36
```

Computed properties:
- SMILES string = c1cc[nH]c1.c1cc[nH]c1.CCN(CC)CC.CCN(CC)CC.CCN(CC)CC.CCN(CC)CC.CCN(CC)CC.CCN(CC)CC
- DFT total energy (Eh) = -2174.337263
- ΔE to the lowest compared entry with this formula, charge and spin (eV) = 2.631
- LUMO energy (eV) = 0.54
- maximum force (eV/Å) = 2.3

Atom charges from the Mulliken analysis, given in e for atoms 1 to 6:
1. N 0.49
2. C -1.24
3. C -0.17
4. C 0.68
5. C -1.71
6. H 0.24